103
Properties=species:S:1:pos:R:3:forces:R:3:mulliken_charge:R:1 method="wB97M-V/def2-TZVPD" homo_energy_ha="-0.3653 / -0.3763" charge=+1 s_squared=2.01 relative_energy_kj_mol=108.6 multiplicity=3 gap_ev="7.271 / 6.971"
W 0.807 0.564 -0.221 -0.267 1.357 -1.649 0.76
S -1.947 -0.664 3.293 0.108 0.098 -0.182 -0.41
C -2.841 -0.989 1.836 0.248 0.137 0.008 0.26
C -4.091 -1.582 1.732 -0.096 -0.032 0.036 -0.76
C -4.651 -1.703 0.476 -0.024 -0.020 0.105 -0.61
C -3.972 -1.225 -0.644 0.082 0.038 -0.019 -1.35
C -2.724 -0.642 -0.538 -0.022 -0.016 -0.118 0.25
C -2.129 -0.535 0.720 -0.339 -0.032 -0.090 -0.31
N -0.880 0.016 1.039 0.004 -0.067 0.515 0.98
C -0.691 0.034 2.352 -0.487 -0.222 -0.292 0.68
C 0.521 0.614 2.848 0.455 0.227 -0.143 0.87
C 0.840 0.765 4.201 -0.150 -0.057 -0.125 -0.75
C 2.051 1.320 4.548 0.125 0.061 0.131 -1.18
C 2.938 1.718 3.548 -0.101 -0.027 -0.045 -0.84
C 2.603 1.564 2.215 0.053 0.110 -0.198 -0.64
C 1.382 1.014 1.812 -0.096 -0.061 0.445 0.63
H -4.609 -1.930 2.616 -0.024 -0.001 -0.027 0.43
H -5.626 -2.159 0.365 0.008 0.000 0.000 0.43
H -4.429 -1.305 -1.622 -0.005 0.003 0.009 0.51
H -2.235 -0.260 -1.421 0.054 -0.036 0.021 0.46
H 0.141 0.445 4.965 0.018 0.008 0.021 0.49
H 2.319 1.444 5.588 -0.031 -0.017 -0.002 0.42
H 3.896 2.147 3.815 -0.005 0.007 0.026 0.53
H 3.312 1.887 1.457 0.012 -0.028 0.026 0.69
C -2.539 -2.278 -6.007 0.079 0.072 -0.004 -2.11
C -1.800 -0.960 -6.258 -0.038 -0.003 -0.036 2.06
C -1.175 -1.010 -7.660 -0.002 -0.019 0.087 -1.81
C -2.819 0.189 -6.205 -0.016 -0.048 -0.032 -1.48
C -0.735 -0.702 -5.196 -0.001 0.024 0.002 -0.30
C -0.736 -1.370 -3.980 0.004 -0.176 0.080 -0.44
C 0.182 -0.988 -3.031 0.206 0.051 0.308 0.64
Br 0.236 -1.906 -1.305 -0.006 0.439 -0.214 -0.01
C 1.090 0.065 -3.143 -0.238 -0.329 -0.368 0.15
O 1.787 0.467 -2.084 -0.001 0.255 0.399 -0.52
C 1.208 0.622 -4.442 0.137 0.081 0.315 -0.97
C 0.272 0.247 -5.397 -0.034 -0.051 -0.060 -0.11
C 2.384 1.551 -4.779 -0.011 0.020 0.040 2.78
C 2.390 1.931 -6.260 0.055 -0.007 0.090 -2.29
C 2.363 2.852 -3.954 -0.005 -0.107 -0.074 -1.67
C 3.687 0.777 -4.494 -0.085 0.050 -0.020 -1.29
H -3.235 -2.468 -6.824 -0.013 0.004 0.009 0.46
H -3.122 -2.239 -5.085 0.005 -0.051 0.005 0.29
H -1.843 -3.118 -5.952 -0.033 -0.027 0.005 0.44
H -1.912 -1.359 -8.384 -0.015 0.031 -0.001 0.49
H -0.324 -1.692 -7.684 0.001 -0.001 -0.031 0.37
H -0.843 -0.024 -7.986 0.055 -0.023 -0.019 0.34
H -3.598 0.032 -6.955 -0.004 0.030 0.011 0.47
H -2.338 1.146 -6.407 0.015 0.050 -0.007 0.29
H -3.293 0.252 -5.222 0.014 -0.012 -0.005 0.22
H -1.420 -2.179 -3.764 -0.038 0.038 -0.027 0.54
H 0.330 0.718 -6.368 -0.024 -0.019 0.035 0.39
H 1.519 2.535 -6.521 0.011 -0.017 -0.054 0.32
H 2.415 1.045 -6.897 0.011 0.043 -0.051 0.40
H 3.282 2.522 -6.473 -0.015 0.024 -0.009 0.46
H 1.611 3.544 -4.340 -0.001 -0.010 0.021 0.29
H 3.336 3.344 -4.034 -0.026 0.039 -0.028 0.62
H 2.159 2.656 -2.904 0.014 -0.020 0.086 0.01
H 3.740 -0.119 -5.115 0.013 0.002 0.003 0.38
H 3.735 0.473 -3.450 0.011 -0.008 0.034 -0.09
H 4.553 1.404 -4.717 -0.013 -0.009 -0.018 0.52
Cl -3.987 4.999 -5.859 -0.051 0.048 -0.070 -0.21
C -3.206 4.275 -4.500 0.137 -0.108 0.160 0.20
C -1.928 3.755 -4.643 -0.007 0.011 -0.145 -0.72
C -1.324 3.140 -3.564 -0.104 -0.029 0.070 0.59
C -1.968 3.082 -2.332 0.121 -0.094 -0.293 -1.16
C -3.235 3.632 -2.191 0.079 -0.019 0.155 -0.19
C -3.864 4.212 -3.280 -0.120 0.063 -0.025 -0.87
C -1.265 2.409 -1.210 -0.304 -0.101 1.052 -0.01
O -1.225 2.866 -0.063 -0.352 0.188 -0.483 -0.63
O -0.691 1.281 -1.493 0.427 0.065 0.081 0.44
H -1.421 3.815 -5.598 -0.038 0.017 -0.002 0.49
H -0.342 2.703 -3.668 0.034 -0.088 -0.025 0.24
H -3.737 3.589 -1.232 0.009 0.012 -0.001 0.52
H -4.864 4.613 -3.191 0.016 0.016 0.007 0.45
C 2.842 4.852 0.044 -0.341 -0.043 -0.252 -1.01
S 1.218 4.077 -0.173 0.445 0.230 0.504 0.49
C 0.665 4.292 1.533 0.001 -0.136 -0.076 -0.94
O 1.661 2.624 -0.401 -0.240 -1.011 0.129 -0.73
H 3.407 4.308 0.799 -0.097 -0.033 0.036 0.25
H 2.695 5.891 0.338 -0.018 -0.003 -0.003 0.44
H 3.353 4.809 -0.916 -0.030 0.001 -0.005 0.35
H 0.344 5.330 1.622 0.037 0.021 -0.082 0.58
H 1.465 4.071 2.231 0.103 -0.015 0.002 0.33
H -0.186 3.637 1.693 0.026 0.025 -0.082 0.16
C 6.626 -0.177 2.226 0.107 -0.040 -0.082 -1.29
C 6.927 -0.304 0.733 -0.238 0.060 0.070 0.80
C 6.773 1.043 0.028 0.072 -0.119 -0.003 -1.18
C 6.079 -1.412 0.087 0.498 0.052 0.152 -1.31
N 4.649 -1.181 0.221 -0.104 0.252 -0.354 0.99
C 3.874 -0.307 -0.419 -0.204 0.038 0.021 -1.43
N 2.670 -0.403 0.100 0.806 -0.879 0.647 1.09
N 2.728 -1.366 1.059 0.006 0.032 -0.142 0.04
N 3.905 -1.833 1.122 0.087 -0.115 0.184 -0.92
H 7.232 0.620 2.658 -0.016 -0.009 0.035 0.44
H 6.853 -1.101 2.759 -0.045 0.004 0.015 0.38
H 5.575 0.068 2.399 0.000 0.020 0.015 0.11
H 7.962 -0.632 0.611 -0.002 -0.045 -0.025 0.34
H 5.789 1.481 0.211 -0.021 0.008 -0.006 0.06
H 6.928 0.954 -1.050 -0.024 0.036 -0.001 0.37
H 7.512 1.744 0.414 -0.015 0.029 -0.014 0.45
H 6.274 -2.361 0.582 -0.060 -0.047 -0.065 0.40
H 6.316 -1.507 -0.972 -0.086 -0.033 -0.018 0.42
H 4.172 0.348 -1.218 -0.030 -0.010 -0.009 0.82

=====

98
Properties=species:S:1:pos:R:3:forces:R:3:mulliken_charge:R:1 method="wB97M-V/def2-TZVPD" homo_energy_ha="-0.4055 / -0.4055" charge=+2 multiplicity=1 gap_ev="4.045 / 4.041"
P 1.344 1.868 -5.852 -0.356 -2.360 1.164 0.00
C 2.970 1.808 -5.118 1.083 -0.576 0.296 1.18
C 3.689 1.132 -6.149 0.662 0.879 0.529 -0.67
H 3.129 0.463 -6.812 0.341 0.369 -0.018 0.35
C 5.016 1.458 -6.383 -0.309 -0.358 0.593 -0.77
H 5.520 1.037 -7.254 0.079 0.162 0.382 0.41
C 5.652 2.332 -5.486 0.102 0.112 0.096 -0.39
H 6.691 2.586 -5.678 -0.164 0.083 0.108 0.39
C 5.008 2.854 -4.354 -0.028 -0.419 -0.172 -0.59
H 5.567 3.497 -3.662 -0.265 -0.356 -0.295 0.40
C 3.648 2.574 -4.132 -0.321 -0.479 -1.090 -0.68
H 3.111 2.941 -3.248 0.202 0.169 -0.560 0.43
C 0.577 0.199 -5.824 -1.008 -0.690 1.125 0.31
C 1.108 -1.057 -5.411 -0.297 0.475 -0.365 0.08
H 1.944 -1.099 -4.698 -0.143 0.124 -0.585 0.61
C 0.560 -2.244 -5.931 -0.286 0.337 -0.137 -0.67
H 1.002 -3.224 -5.691 -0.249 0.579 -0.082 0.45
C -0.532 -2.171 -6.813 0.019 -0.246 0.078 -0.53
H -0.920 -3.079 -7.274 0.181 0.135 0.105 0.43
C -1.156 -0.951 -7.111 0.070 0.133 0.509 -0.86
H -2.008 -0.885 -7.800 0.334 -0.204 0.419 0.47
C -0.649 0.212 -6.539 0.628 -0.217 -0.287 -0.78
H -1.117 1.183 -6.736 0.155 -0.326 -0.196 0.40
C 0.263 3.177 -5.231 0.330 0.295 -0.733 0.98
C 0.542 3.965 -6.379 -0.791 1.285 0.123 -0.61
H 1.342 3.590 -7.055 -0.951 0.941 0.286 0.28
C -0.194 5.104 -6.650 -0.217 0.106 0.760 -0.63
H 0.021 5.659 -7.565 -0.313 0.077 0.416 0.43
C -1.182 5.471 -5.714 0.083 0.212 -0.452 -0.54
H -1.757 6.368 -5.931 -0.048 -0.159 0.180 0.37
C -1.433 4.750 -4.539 0.412 -0.523 0.009 -0.72
H -2.200 5.098 -3.831 0.445 -0.155 -0.422 0.41
C -0.703 3.568 -4.268 0.494 0.387 -0.910 0.19
H -0.845 3.014 -3.330 0.013 0.197 -0.458 0.17
Sn -0.128 -0.031 0.635 -0.717 0.204 2.646 1.54
C -1.888 -0.904 -0.498 -1.485 -0.125 -0.726 -0.71
C -2.253 -0.923 -1.810 0.018 -0.549 1.901 -0.06
H -2.595 -1.283 0.242 -0.173 -0.372 -0.292 0.24
C -1.496 -0.317 -2.981 1.082 0.536 -1.905 1.68
O -2.304 0.732 -3.548 0.720 -0.250 0.222 -0.72
H -1.746 1.327 -4.100 -0.349 -0.606 0.254 0.08
C -0.225 0.123 -2.416 0.012 -0.325 5.177 0.19
H -1.218 -1.060 -3.755 -0.611 -0.008 0.097 -0.42
C 0.390 0.150 -1.254 0.208 2.132 -10.599 -2.88
Cl -0.538 -1.305 2.508 -0.115 -0.200 0.319 -0.44
Cl 2.077 0.925 1.170 -0.542 -0.233 0.206 -0.41
P 1.476 -2.129 -0.353 -0.037 -0.121 0.746 0.96
C 2.401 -2.623 1.114 0.159 -0.109 0.042 -1.31
H 1.711 -3.059 1.842 0.220 -0.030 -0.083 0.39
H 2.855 -1.731 1.556 0.040 -0.215 -0.057 0.32
H 3.172 -3.335 0.796 -0.127 0.041 0.362 0.49
C 0.434 -3.541 -0.758 -0.119 -0.221 -0.092 -1.22
H -0.046 -3.383 -1.730 0.086 -0.086 0.110 0.19
H -0.339 -3.645 0.010 0.119 -0.105 -0.076 0.31
H 1.065 -4.437 -0.789 -0.262 0.020 -0.063 0.50
C 2.718 -2.091 -1.659 0.293 0.291 -0.403 -1.26
H 3.248 -1.134 -1.651 0.007 -0.116 0.027 0.39
H 2.278 -2.224 -2.652 -0.067 0.055 0.201 0.15
H 3.445 -2.894 -1.490 -0.146 0.127 -0.019 0.56
P -3.800 -1.731 -2.370 -0.461 0.166 -0.686 1.34
C -4.508 -2.825 -1.123 0.157 -0.014 0.182 -1.22
C -3.516 -2.711 -3.878 0.271 -0.125 0.082 -1.20
H -4.661 -2.263 -0.191 0.027 -0.240 -0.222 0.44
H -3.833 -3.676 -0.946 -0.190 0.307 0.022 0.41
H -5.481 -3.213 -1.468 0.390 0.250 0.001 0.41
H -3.171 -2.084 -4.712 -0.050 -0.062 0.309 0.30
H -4.441 -3.219 -4.194 0.181 0.297 0.288 0.48
H -2.766 -3.488 -3.678 -0.108 0.206 -0.061 0.39
C -5.032 -0.483 -2.820 -0.069 0.137 0.157 -1.30
H -5.287 0.112 -1.936 0.094 -0.065 -0.165 0.42
H -5.952 -0.952 -3.195 0.303 -0.075 0.117 0.47
H -4.621 0.178 -3.593 -0.026 -0.202 0.253 0.34
H 1.193 0.854 -1.321 1.550 0.101 0.641 1.37
N -0.911 2.005 0.545 0.150 -0.511 -0.365 0.06
S -2.105 2.581 1.482 0.513 0.387 0.923 0.09
C -1.685 1.819 3.046 -0.464 -0.570 0.198 0.21
C -0.415 1.939 3.602 0.201 0.115 0.111 -0.10
C -0.179 1.406 4.870 -0.045 0.029 -0.299 -0.77
C -1.200 0.733 5.543 -0.148 0.033 -0.047 -0.41
C -2.453 0.564 4.945 0.004 -0.069 0.003 -0.68
C -2.697 1.089 3.681 0.188 0.425 -0.221 -0.30
C -1.524 4.234 1.837 -0.174 0.709 0.391 0.77
C -2.388 5.007 2.623 0.348 -0.040 -0.154 -0.47
C -1.953 6.245 3.094 0.118 -0.297 -0.276 -0.63
C -0.673 6.703 2.743 -0.139 -0.053 0.032 -0.44
C 0.170 5.936 1.934 -0.267 -0.287 -0.125 -0.73
C -0.254 4.677 1.474 -0.117 0.147 0.219 -0.22
H -0.846 2.582 -0.303 0.041 -0.688 0.157 0.01
H 0.386 2.418 3.038 -0.210 0.047 0.262 0.43
H 0.807 1.520 5.324 -0.330 -0.079 -0.155 0.44
H -1.017 0.329 6.541 -0.075 0.128 -0.316 0.42
H -3.249 0.026 5.459 0.273 0.094 -0.092 0.41
H -3.647 0.957 3.161 0.103 0.046 0.352 0.43
H -3.366 4.598 2.875 0.113 0.261 0.063 0.41
H -2.618 6.832 3.727 0.282 -0.066 -0.194 0.41
H -0.336 7.674 3.110 -0.084 -0.314 -0.129 0.40
H 1.163 6.296 1.652 -0.404 -0.087 0.166 0.41
H 0.396 4.036 0.882 -0.050 0.237 0.169 0.38

=====

no.,molar mass (g mol⁻¹),E (eV)
1,1038.2,-164994.326
2,885.4,-116391.448